Formula: C39H47CaN3O14
Source: the OMol25 dataset
Level of theory: ωB97M-V/def2-TZVPD

Element x y z (Å)
Ca  2.10580  0.33069  0.36116
O  1.67886  3.85409  2.49181
C  1.26563  3.04274  1.52818
O  0.52758  2.09156  1.69721
C  1.75466  3.44345  0.14984
O  1.44041  2.42445  -0.77924
C  2.26392  2.49175  -1.95148
C  3.72870  2.02272  -1.72929
O  4.56962  2.53969  -2.47815
O  3.87796  1.13041  -0.85348
H  2.01136  3.25122  3.24738
H  2.83159  3.61336  0.20257
H  1.25112  4.38361  -0.11158
H  2.25168  3.50588  -2.35623
H  1.80251  1.80977  -2.66792
C  -2.81035  -3.36667  -4.88577
C  -2.88901  -1.91149  -4.39740
C  -3.05403  -0.98232  -5.60972
C  -4.13372  -1.76854  -3.52135
C  -1.61266  -1.54335  -3.64550
C  -1.60053  -1.11331  -2.35234
C  -0.38783  -0.79847  -1.68067
N  -0.27919  -0.44694  -0.38617
C  -1.23796  -0.01579  0.40582
C  -2.44839  0.63228  0.00033
C  -3.30531  1.14375  0.91701
C  -2.97515  1.02483  2.31502
C  -1.83395  0.48746  2.80533
C  -0.90813  -0.14074  1.85031
O  0.07853  -0.78469  2.19002
C  -1.53751  0.53901  4.30950
C  -1.77555  1.96724  4.83786
C  -0.09338  0.17299  4.67092
C  -2.48231  -0.43796  5.02813
C  -4.56896  1.91047  0.54673
C  -5.78922  1.17550  1.12159
C  -4.74810  2.02489  -0.96696
C  -4.50994  3.33094  1.13041
C  0.88629  -1.03321  -2.33676
O  1.96956  -0.84281  -1.73289
C  0.85145  -1.45592  -3.73533
C  -0.36161  -1.67224  -4.31945
C  2.17300  -1.66309  -4.47233
C  1.95459  -2.05870  -5.93597
C  3.00352  -0.36938  -4.46006
C  2.96762  -2.78947  -3.79127
H  -3.74910  -3.66066  -5.36601
H  -2.62295  -4.04263  -4.04908
H  -2.00590  -3.50313  -5.61046
H  -3.95101  -1.24690  -6.17955
H  -2.19576  -1.04753  -6.28074
H  -3.14482  0.05610  -5.28363
H  -5.02156  -2.05158  -4.09327
H  -4.26581  -0.73799  -3.18267
H  -4.08101  -2.41079  -2.63975
H  -2.52039  -1.06964  -1.78785
H  -2.59891  0.80692  -1.05474
H  -3.67776  1.45666  3.01670
H  -1.18129  2.68342  4.26657
H  -1.46718  2.02576  5.88530
H  -2.82328  2.26811  4.78732
H  0.62711  0.80885  4.15684
H  0.14301  -0.86069  4.42495
H  0.03299  0.31940  5.74734
H  -3.53018  -0.17309  4.86280
H  -2.28849  -0.42574  6.10529
H  -2.32693  -1.45692  4.66622
H  -5.87406  0.17776  0.68529
H  -6.70754  1.72919  0.90216
H  -5.71369  1.06233  2.20459
H  -4.83434  1.04108  -1.43423
H  -3.91120  2.54990  -1.43162
H  -5.66185  2.58315  -1.18651
H  -4.49780  3.32130  2.22164
H  -5.38197  3.90834  0.80935
H  -3.60865  3.84652  0.79261
H  -0.38642  -2.00066  -5.35062
H  1.37897  -1.30446  -6.47990
H  1.44091  -3.01994  -6.02864
H  2.92635  -2.15246  -6.42661
H  2.44801  0.44870  -4.92812
H  3.92475  -0.51816  -5.03079
H  3.27515  -0.07675  -3.44829
H  2.41077  -3.72993  -3.83082
H  3.17167  -2.54636  -2.75122
H  3.92125  -2.93309  -4.30920
O  2.75101  2.14068  4.05808
C  3.21168  1.37145  3.17238
O  3.20675  1.63724  1.94367
C  3.86888  0.07595  3.59314
C  4.62118  0.09565  4.72734
C  5.33363  -1.04731  5.13180
C  5.24581  -2.22159  4.41627
C  4.46347  -2.27200  3.27747
C  3.74880  -1.12202  2.75681
O  3.04209  -1.14413  1.72413
N  4.40531  -3.56794  2.61840
O  5.06273  -4.49044  3.11067
O  3.79474  -3.68651  1.57649
N  6.15458  -1.00390  6.30780
O  6.80510  -1.99916  6.61335
O  6.26845  0.06308  6.89878
H  4.66736  1.00005  5.31673
H  5.77416  -3.10315  4.73615

Computed properties:
LUMO (spin up / spin down) (eV): 3.20 / 3.14
Kohn-Sham gap (spin up / spin down) (eV): 5.8 / 5.7
Total charge: -2

These are the Löwdin partial charges, in e, on atoms 1 to 99: atom 1 (Ca): 1.5034, atom 2 (O): 0.0795, atom 3 (C): -0.5252, atom 4 (O): 0.0730, atom 5 (C): -0.1146, atom 6 (O): -0.2139, atom 7 (C): -0.1123, atom 8 (C): -0.7002, atom 9 (O): -0.0263, atom 10 (O): -0.1314, atom 11 (H): 0.0747, atom 12 (H): 0.1457, atom 13 (H): 0.1418, atom 14 (H): 0.1199, atom 15 (H): 0.1139, atom 16 (C): -0.0544, atom 17 (C): -0.5609, atom 18 (C): -0.0537, atom 19 (C): -0.0709, atom 20 (C): -0.1817, atom 21 (C): 0.0216, atom 22 (C): -0.1705, atom 23 (N): 0.1209, atom 24 (C): -0.1793, atom 25 (C): 0.0289, atom 26 (C): -0.1636, atom 27 (C): 0.0156, atom 28 (C): -0.0779, atom 29 (C): -0.3094, atom 30 (O): 0.0412, atom 31 (C): -0.5229, atom 32 (C): -0.0480, atom 33 (C): -0.0500, atom 34 (C): -0.0510, atom 35 (C): -0.5589, atom 36 (C): -0.0514, atom 37 (C): -0.0678, atom 38 (C): -0.0476, atom 39 (C): -0.2919, atom 40 (O): -0.1052, atom 41 (C): -0.0764, atom 42 (C): 0.0127, atom 43 (C): -0.5345, atom 44 (C): -0.0835, atom 45 (C): -0.0343, atom 46 (C): -0.0380, atom 47 (H): 0.0757, atom 48 (H): 0.0903, atom 49 (H): 0.0732, atom 50 (H): 0.0773, atom 51 (H): 0.0741, atom 52 (H): 0.0875, atom 53 (H): 0.0790, atom 54 (H): 0.0718, atom 55 (H): 0.0885, atom 56 (H): 0.0892, atom 57 (H): 0.0954, atom 58 (H): 0.0968, atom 59 (H): 0.0910, atom 60 (H): 0.0798, atom 61 (H): 0.0648, atom 62 (H): 0.0722, atom 63 (H): 0.0834, atom 64 (H): 0.0846, atom 65 (H): 0.0714, atom 66 (H): 0.0789, atom 67 (H): 0.0878, atom 68 (H): 0.0872, atom 69 (H): 0.0787, atom 70 (H): 0.0742, atom 71 (H): 0.0724, atom 72 (H): 0.0898, atom 73 (H): 0.0800, atom 74 (H): 0.0741, atom 75 (H): 0.0773, atom 76 (H): 0.0933, atom 77 (H): 0.0868, atom 78 (H): 0.0806, atom 79 (H): 0.0780, atom 80 (H): 0.0778, atom 81 (H): 0.0903, atom 82 (H): 0.0842, atom 83 (H): 0.0698, atom 84 (H): 0.0845, atom 85 (H): 0.0822, atom 86 (H): 0.0807, atom 87 (O): -0.0047, atom 88 (C): -0.5569, atom 89 (O): -0.0999, atom 90 (C): -0.0229, atom 91 (C): 0.0570, atom 92 (C): -0.1644, atom 93 (C): 0.0623, atom 94 (C): -0.0533, atom 95 (C): -0.2715, atom 96 (O): -0.1351, atom 97 (N): -0.3541, atom 98 (O): -0.0006, atom 99 (O): 0.0861

Formula: C39H48As2F5NO10OsPS3
Source: the OMol25 dataset
Level of theory: ωB97M-V/def2-TZVPD

Element x y z (Å)
Os  -0.13307  0.03862  -0.50631
C  -1.06441  -6.90586  2.18300
C  -0.73610  -6.35193  0.78922
C  0.70770  -5.85991  0.78415
C  -0.86695  -7.46980  -0.25339
C  -1.71689  -5.22706  0.46291
C  -3.08626  -5.54192  0.32779
C  -4.04078  -4.59095  0.05498
C  -3.61902  -3.27003  -0.08559
S  -4.56109  -1.86066  -0.43408
C  -3.12408  -0.91065  -0.35428
N  -2.03243  -1.56778  -0.09832
C  -2.27701  -2.93013  0.05054
C  -1.32082  -3.91169  0.32201
C  -3.09607  0.52636  -0.60868
C  -4.24904  1.29349  -0.73682
C  -4.14986  2.65357  -0.97014
C  -2.89733  3.25820  -1.07518
C  -1.74937  2.50074  -0.95295
C  -1.83668  1.11865  -0.73770
H  -0.35422  -7.69070  2.45099
H  -2.06625  -7.33592  2.22011
H  -1.00710  -6.11910  2.93759
H  1.37928  -6.69558  0.98823
H  0.88797  -5.10175  1.55016
H  0.98558  -5.44205  -0.18394
H  -0.14522  -8.26022  -0.03945
H  -0.66906  -7.09132  -1.25827
H  -1.85860  -7.92225  -0.25194
H  -3.40556  -6.56836  0.44930
H  -5.08377  -4.86079  -0.03948
H  -0.28528  -3.61729  0.42667
H  -5.22494  0.83209  -0.64156
H  -5.04764  3.24898  -1.06479
H  -2.82348  4.32167  -1.25859
H  -0.78277  2.97926  -1.05831
F  0.77890  1.11304  2.06600
C  -0.39738  0.55237  1.61313
F  -1.35698  1.46833  1.89616
C  -0.66372  -0.64690  2.56803
F  -1.95545  -0.95868  2.61023
F  0.03218  -1.72038  2.16334
F  -0.27809  -0.34967  3.80818
C  3.33587  1.38106  -4.56505
O  3.70365  0.36705  -3.59405
C  3.01827  0.34467  -2.47965
O  2.16561  1.15978  -2.16991
C  3.29342  -0.78490  -1.52162
C  3.77410  -1.98892  -1.79612
As  3.63597  -3.57926  -0.63561
C  5.56475  -3.95041  -0.60161
C  3.57839  -2.69922  1.12357
C  3.09851  -1.50423  1.45207
As  2.41387  -0.25790  0.14269
C  3.35339  1.37202  0.59625
C  3.11631  -1.00035  2.87634
O  3.63372  0.03847  3.18707
O  2.48538  -1.82210  3.70562
C  2.59892  -1.46675  5.10029
C  4.20865  -3.54729  2.20128
O  4.98248  -3.14099  3.02114
O  3.81977  -4.81882  2.06585
C  4.37761  -5.76194  3.00247
C  4.44146  -2.35660  -3.10016
O  5.37164  -1.79732  -3.59930
O  3.91415  -3.51245  -3.54094
C  4.54071  -4.08777  -4.70222
H  3.49289  0.92451  -5.53662
H  4.00435  2.22821  -4.43245
H  2.29901  1.67357  -4.43316
H  5.87176  -4.30406  -1.58435
H  5.75572  -4.73898  0.12377
H  6.12448  -3.05670  -0.33562
H  4.41099  1.12291  0.65416
H  3.01708  1.72259  1.56529
H  3.15477  2.10701  -0.17470
H  2.21848  -2.32136  5.64934
H  2.00015  -0.58146  5.30139
H  3.63894  -1.27469  5.35020
H  4.36058  -6.72391  2.50007
H  3.75043  -5.78758  3.89099
H  5.39130  -5.47891  3.27101
H  4.32539  -5.15055  -4.66139
H  5.61091  -3.90164  -4.69073
H  4.10522  -3.65048  -5.59942
C  -3.62585  0.16429  -4.42847
C  -2.83002  -1.06572  -4.05511
C  -3.47841  -2.36478  -4.47613
O  -1.52459  -1.03164  -4.71474
P  -0.25660  -0.35130  -4.05475
S  -0.27118  1.52802  -3.74997
S  -0.04215  -1.49020  -2.30528
O  0.91248  -0.79632  -5.00353
C  1.14360  -2.03855  -5.74454
C  0.60485  -3.27296  -5.05191
C  0.59253  -1.84362  -7.14074
H  -4.63324  0.07113  -4.01986
H  -3.69989  0.24965  -5.51350
H  -3.16852  1.07376  -4.03944
H  -2.64137  -1.08751  -2.97598
H  -3.57143  -2.40371  -5.56256
H  -4.47606  -2.43828  -4.04232
H  -2.89345  -3.22221  -4.14253
H  2.23362  -2.08613  -5.77418
H  -0.47520  -3.21456  -4.91904
H  1.07699  -3.44542  -4.08518
H  0.81311  -4.13237  -5.69123
H  -0.49584  -1.78669  -7.11467
H  0.88303  -2.68486  -7.77170
H  0.98062  -0.92813  -7.58415

Computed properties:
LUMO (spin up / spin down) (eV): -2.73 / -5.14
Kohn-Sham gap (spin up / spin down) (eV): 8.3 / 5.9
Spin multiplicity: 5
<S²>: 6.033
Total charge: +1

These are the Löwdin partial charges, in e, on atoms 1 to 99: atom 1 (Os): 1.2878, atom 2 (C): -0.0354, atom 3 (C): -0.5562, atom 4 (C): -0.0792, atom 5 (C): -0.0410, atom 6 (C): -0.1506, atom 7 (C): -0.0156, atom 8 (C): -0.0552, atom 9 (C): -0.4453, atom 10 (S): 1.1616, atom 11 (C): -0.5587, atom 12 (N): -0.0209, atom 13 (C): -0.2936, atom 14 (C): 0.0376, atom 15 (C): -0.2533, atom 16 (C): -0.0305, atom 17 (C): -0.0385, atom 18 (C): -0.0474, atom 19 (C): -0.1410, atom 20 (C): -0.3329, atom 21 (H): 0.0890, atom 22 (H): 0.0826, atom 23 (H): 0.0926, atom 24 (H): 0.0893, atom 25 (H): 0.0817, atom 26 (H): 0.0625, atom 27 (H): 0.0890, atom 28 (H): 0.0926, atom 29 (H): 0.0776, atom 30 (H): 0.1147, atom 31 (H): 0.1169, atom 32 (H): 0.0964, atom 33 (H): 0.1055, atom 34 (H): 0.1159, atom 35 (H): 0.1167, atom 36 (H): 0.0997, atom 37 (F): -0.0147, atom 38 (C): -0.4681, atom 39 (F): 0.0683, atom 40 (C): -0.6039, atom 41 (F): 0.1737, atom 42 (F): 0.1180, atom 43 (F): 0.1760, atom 44 (C): 0.0104, atom 45 (O): -0.0014, atom 46 (C): -0.5567, atom 47 (O): -0.1035, atom 48 (C): -0.2739, atom 49 (C): -0.2815, atom 50 (As): 1.3326, atom 51 (C): -0.2478, atom 52 (C): -0.2879, atom 53 (C): -0.2557, atom 54 (As): 1.2269, atom 55 (C): -0.2037, atom 56 (C): -0.5515, atom 57 (O): 0.1267, atom 58 (O): -0.0416, atom 59 (C): -0.0004, atom 60 (C): -0.5512, atom 61 (O): 0.1541, atom 62 (O): -0.0880, atom 63 (C): -0.0063, atom 64 (C): -0.5507, atom 65 (O): 0.1537, atom 66 (O): -0.1066, atom 67 (C): -0.0135, atom 68 (H): 0.1020, atom 69 (H): 0.1059, atom 70 (H): 0.0283, atom 71 (H): 0.0327, atom 72 (H): 0.0315, atom 73 (H): 0.0555, atom 74 (H): 0.0620, atom 75 (H): 0.0274, atom 76 (H): 0.0383, atom 77 (H): 0.1001, atom 78 (H): 0.0958, atom 79 (H): 0.1037, atom 80 (H): 0.0962, atom 81 (H): 0.1024, atom 82 (H): 0.0960, atom 83 (H): 0.0994, atom 84 (H): 0.0975, atom 85 (H): 0.0904, atom 86 (C): -0.0372, atom 87 (C): -0.4606, atom 88 (C): -0.0288, atom 89 (O): -0.3076, atom 90 (P): -0.0506, atom 91 (S): 0.4700, atom 92 (S): 0.4050, atom 93 (O): -0.2934, atom 94 (C): -0.4069, atom 95 (C): -0.0634, atom 96 (C): -0.0294, atom 97 (H): 0.0897, atom 98 (H): 0.0961, atom 99 (H): 0.0518